[1]
DFT (the ωB97M-V functional and the def2-TZVPD basis) results for C27H44N3P3SSc as an isolated structure in a non-equilibrium geometry.

Total charge: +3
Highest occupied orbital energy, eV: -16.0747

Atoms and positions in Å:
Sc: -0.2302 0.1118 -0.6550
P: 2.0560 0.9241 0.5373
P: -2.3367 1.4599 -0.2686
P: 0.7288 1.6360 -2.8208
H: 0.5177 -5.2382 0.2196
C: 0.6576 -4.7773 -0.7688
C: 1.6075 -3.8921 -1.0848
H: 2.1093 -3.2765 -0.3271
C: 2.7296 0.2581 2.1090
C: 1.7736 2.6711 1.0468
C: 3.5468 0.9137 -0.5188
C: -3.7226 0.9230 -1.3272
C: -3.0298 1.4645 1.4255
C: -2.0090 3.2123 -0.6487
C: 2.2448 1.0528 -3.6877
C: 1.2046 3.3643 -2.4698
C: -0.5055 1.9425 -4.1630
H: -0.1395 -5.0311 -1.4941
H: 1.8117 -3.6109 -2.1339
H: 2.8013 -0.8338 2.0716
H: 2.0788 0.5354 2.9446
H: 3.7327 0.6488 2.3193
H: 0.9671 2.6830 1.7957
H: 1.4450 3.2939 0.2063
H: 2.6662 3.1319 1.4932
H: 3.5345 -0.0057 -1.1167
H: 4.4284 0.8842 0.1236
H: 3.6148 1.7617 -1.2031
H: -4.6070 1.5516 -1.1611
H: -3.9631 -0.1231 -1.0877
H: -3.4534 0.9277 -2.3930
H: -4.0304 1.9104 1.5237
H: -2.3404 1.9654 2.1184
H: -3.0748 0.4273 1.7788
H: -2.8489 3.8358 -0.3157
H: -1.8331 3.3668 -1.7215
H: -1.0901 3.5389 -0.1396
H: 2.1725 1.1238 -4.7761
H: 2.4429 0.0079 -3.4265
H: 3.1204 1.6231 -3.3575
H: 1.2923 3.9066 -3.4212
H: 2.1513 3.4481 -1.9269
H: 0.4381 3.8514 -1.8599
H: -0.3256 1.2372 -4.9610
H: -0.4454 2.9549 -4.5654
H: -1.5111 1.8056 -3.7661
C: -0.9490 -2.5418 -4.0485
C: -1.9854 -2.2581 -4.9564
C: -2.0297 -2.9808 -6.1766
C: -1.0567 -3.9177 -6.5180
C: -0.0937 -4.2289 -5.5545
C: -0.0431 -3.5531 -4.3570
S: -0.2406 -1.4890 -2.5193
H: -1.2068 -1.3492 -1.3770
H: -2.7661 -1.5154 -4.7483
H: -2.8175 -2.8002 -6.9184
H: -1.0263 -4.3696 -7.5023
H: 0.6774 -4.9611 -5.7642
H: 0.7744 -3.7336 -3.6815
N: -0.2019 1.7166 9.8760
C: -0.1482 1.2934 8.7879
C: -0.1283 0.7467 7.4425
C: -0.5114 1.5433 6.3503
C: -0.5555 1.0285 5.0459
C: -0.2934 -0.3342 4.8678
C: 0.0413 -1.1886 5.9474
C: 0.1100 -0.6153 7.2257
N: -0.4482 -0.8817 3.5575
C: -0.4012 -2.2154 3.1926
C: -0.3791 -2.2749 1.8285
N: -0.5007 -0.9719 1.3295
C: -0.4629 -0.1576 2.4177
H: -0.8291 2.5699 6.5376
H: -0.8806 1.6805 4.2091
H: 0.2051 -2.2590 5.7970
H: 0.2816 -1.2704 8.0691
H: -0.1933 -2.9851 3.9028
H: -0.2478 -3.1010 1.1536
H: -0.3534 0.9278 2.3965

=====

[2]
DFT (the ωB97M-V functional and the def2-TZVPD basis) results for one molecule with the formula C3H4N2 in a non-equilibrium geometry.

SMILES string: N#C[C@H]1CN1
Total charge: 0
Highest occupied orbital energy, eV: -10.2604

Atoms and positions in Å:
N: 2.0733 -1.3769 0.6554
C: 1.0962 -1.2613 -0.1630
C: 0.1078 -0.3696 -0.6751
C: -0.5894 0.2757 0.5662
N: 0.3008 1.0506 -0.3369
H: -0.5917 -0.8982 -1.3238
H: -0.5380 0.3259 1.7120
H: -1.6837 0.5497 0.4501
H: -0.1753 1.7041 -0.8849

=====

Ordered energy relative to the best compared isomer or geometry (same formula, charge and spin) results: 0.7063 3.7727; unit eV.